1.
Formula: C17H48O7
Source: OMol25
Level of theory: ωB97M-V/def2-TZVPD

Last column: Mulliken charge in e.
CARTESIAN COORDINATES (ANGSTROEM)
O: -4.23252 6.19056 2.00695  -0.561
O: 5.18857 0.80887 -0.53463  -0.583
O: -0.10630 -2.96805 -1.42702  -0.400
O: 0.30756 -0.25693 -2.99397  -0.541
O: -0.25637 0.46688 -0.06134  -0.263
O: -0.61293 -0.91668 2.19699  -0.554
O: -0.71079 0.40966 4.55516  -0.502
C: 0.77276 -2.83881 1.99049  -0.798
C: 0.57297 -3.76629 -2.37474  0.854
C: -1.40771 1.47508 4.11819  -0.474
C: 3.13601 -0.48691 -0.85609  -0.585
C: -0.70056 -2.31868 2.10499  0.639
C: -0.01191 1.86526 0.01969  -0.852
C: 4.70386 -0.49456 -0.84122  0.247
C: 1.68048 -4.64961 -1.59958  -1.090
C: -2.95911 6.21751 1.49831  0.331
C: -1.82393 0.83275 -3.13071  -1.393
C: -1.11810 -0.53422 -5.03878  -1.516
C: -2.06121 6.96072 2.47696  -1.253
C: 5.19419 -1.36829 0.23108  -1.348
C: -0.37848 -4.46875 -3.28482  -1.418
C: -2.49974 4.75151 1.25299  -0.967
C: -1.56959 -2.92167 3.19444  -1.653
C: -1.00408 -0.42332 -3.49403  1.135
H: -0.04343 -2.03138 -1.62774  0.169
H: 4.68501 -2.32263 0.09664  0.234
H: 1.16001 -3.09652 -3.00313  0.202
H: -2.92046 6.77434 0.56206  0.266
H: 0.19902 -0.02546 -2.06864  0.027
H: -1.45814 -1.32347 -3.07969  0.136
H: -1.35607 1.71981 -3.55771  0.346
H: -1.12725 -2.35999 1.10284  0.142
H: -1.12007 7.29279 2.03869  0.362
H: 2.12430 -5.47725 -2.15285  0.406
H: -1.55006 1.40789 3.03961  0.086
H: -2.38939 1.49000 4.59166  0.346
H: 0.72244 -3.91182 2.17543  0.411
H: 2.76160 -0.26469 0.14318  0.189
H: 0.27609 -5.08001 -3.90612  0.403
H: 5.29723 -0.71198 -1.72933  0.341
H: -0.24007 -0.68572 3.05094  0.277
H: 0.94974 2.06550 0.49216  0.405
H: 2.81521 -1.42785 -1.30311  0.031
H: -2.44909 -2.34802 3.48686  0.369
H: -0.80185 2.32165 0.61618  0.170
H: -0.90207 0.26825 5.48523  0.285
H: -1.85018 6.45722 3.42039  0.308
H: -0.81746 -1.56155 -5.24455  0.354
H: -3.23267 4.27207 0.60411  0.325
H: -2.57882 7.91581 2.56623  0.316
H: -1.77110 -3.94084 2.86461  0.424
H: 5.32925 0.88596 0.41186  0.333
H: -2.16381 -0.40872 -5.31956  0.345
H: -0.99548 -5.18270 -2.73922  0.306
H: -0.43915 -0.03558 -5.73052  0.361
H: -2.40635 4.16717 2.16838  0.207
H: -1.53358 4.67061 0.75490  0.327
H: -0.81532 2.36326 4.33796  0.254
H: 2.79283 0.24724 -1.58502  0.314
H: 6.23326 -1.67508 0.11137  0.407
H: -1.86930 1.00579 -2.05549  0.181
H: -4.81122 6.12778 1.24356  0.337
H: 2.51250 -4.02737 -1.26992  0.082
H: -0.97659 -3.80973 -3.91415  0.271
H: -1.02649 -3.10582 4.12139  0.360
H: -2.86041 0.80772 -3.46714  0.454
H: 1.25091 -5.02685 -0.67154  0.279
H: 1.19915 -2.70292 0.99659  -0.062
H: 1.40808 -2.52469 2.81862  0.337
H: -0.36606 -0.03053 0.75239  0.353
H: 5.01952 -1.14231 1.28299  0.406
H: 0.03270 2.41459 -0.92072  0.360

## Properties
Orbital gap: 10.326 eV
Structure (SMILES): CC(C)O.CC(C)O.CC(C)O.CC(C)O.CC(C)O.CO.CO
Energy above the lowest of the compared OMol25 structures with the same formula, charge and spin: 1.9150 eV
DFT total energy: -32737.29058 eV

***

2.
Formula: C17H51NO7PS2
Source: OMol25
Level of theory: ωB97M-V/def2-TZVPD

Last column: Mulliken charge in e.
CARTESIAN COORDINATES (ANGSTROEM)
S: 2.54978 0.52199 0.83374  -0.538
S: 4.22852 3.27741 -3.55264  -0.202
P: 4.11944 0.02802 -0.29845  0.202
O: -2.24281 -3.29937 -0.62876  -0.427
O: -1.76317 -0.37737 0.62911  -0.466
O: 3.66591 6.78818 -4.41992  -0.516
O: -8.22120 -5.16857 -0.06381  -0.543
O: 6.24879 3.68996 2.66671  -0.581
O: -2.60023 -1.72840 3.51656  -0.451
O: -4.99429 -4.92414 -1.47946  -0.453
N: 5.47858 0.81169 -0.10704  -0.559
C: 4.50993 7.31267 -3.39681  -0.024
C: -4.34869 -6.16384 -1.74723  -0.304
C: 4.05564 3.44671 -1.74962  -0.534
C: -1.31578 -4.09371 0.11618  -0.433
C: 4.66820 2.37424 3.96173  -0.746
C: -2.43229 0.23915 4.95330  -1.003
C: -1.95541 -1.17066 4.65391  -0.271
C: 4.14536 8.73721 -3.02451  -1.103
C: 5.01932 3.72973 3.38539  -0.214
C: -8.79925 -3.69775 -1.92540  -0.978
C: 5.87573 1.71114 -1.17947  -0.838
C: -1.75789 -4.23343 1.56041  -0.641
C: -1.78394 0.14760 -0.70734  -0.482
C: -0.46394 -0.12636 -1.38980  -0.608
C: -8.23568 -3.82188 -0.52208  -0.138
C: 5.33491 3.14359 -0.98476  0.071
C: -3.82196 -6.80555 -0.47982  -0.622
H: -3.51133 0.24828 5.11162  0.257
H: -3.31546 -7.75161 -0.68131  0.341
H: 4.01713 4.54887 -3.88585  0.006
H: 4.56451 1.66395 3.13788  0.120
H: -9.81614 -4.09129 -1.96288  0.290
H: 4.38377 6.64853 -2.54307  0.176
H: -0.26122 -1.19799 -1.41143  0.124
H: -3.10397 -6.14230 0.00127  -0.140
H: -8.84805 -3.26352 0.18565  0.321
H: 6.09680 3.88668 -1.23502  0.349
H: -3.52949 -5.99940 -2.45573  0.260
H: 5.11273 3.23590 0.07994  -0.176
H: 4.34394 -1.34521 -0.08022  0.015
H: -0.86945 -1.17574 4.50914  0.287
H: 5.45816 2.02009 4.62636  0.266
H: 3.74585 4.47286 -1.55353  0.343
H: -1.05520 -4.83587 2.13868  0.377
H: -8.81364 -2.65676 -2.25203  0.312
H: -1.98282 1.22343 -0.67484  0.346
H: -2.74856 -4.68611 1.63077  0.238
H: -2.18780 -1.83711 5.48408  0.299
H: 5.55708 7.25474 -3.71137  0.260
H: -2.26903 -2.43287 -0.20022  0.174
H: 5.14978 4.47796 4.16899  0.303
H: 3.24523 2.80562 -1.40334  0.166
H: 3.72695 2.40126 4.51384  0.293
H: -5.08729 -6.80385 -2.23112  0.334
H: 4.25901 9.40351 -3.88355  0.324
H: -7.22024 -3.41625 -0.48664  0.154
H: 6.96844 1.76841 -1.20207  0.282
H: -1.01223 0.02910 1.07862  0.301
H: 5.58326 1.35121 -2.17679  0.470
H: 3.76529 7.33564 -5.20325  0.283
H: -2.40567 -1.18106 2.74707  0.209
H: -2.62163 -0.33437 -1.21297  0.271
H: -1.94253 0.63803 5.84303  0.346
H: -1.82949 -3.24415 2.00430  0.061
H: -2.21141 0.90509 4.11648  0.299
H: -4.62147 -6.99179 0.23854  0.261
H: -0.44657 0.25585 -2.41184  0.360
H: -4.33764 -4.33918 -1.07576  0.247
H: 3.10713 8.78868 -2.69624  0.301
H: 4.21445 4.06959 2.72339  0.215
H: 0.33059 0.34849 -0.81144  0.107
H: 6.14938 3.03033 1.96764  0.333
H: -1.26762 -5.05886 -0.38926  0.403
H: -7.64308 -5.65793 -0.65744  0.290
H: 3.74030 0.08814 -1.66364  -0.003
H: -0.31887 -3.64386 0.07809  0.343
H: -8.19048 -4.26707 -2.63106  0.284
H: 4.78503 9.10565 -2.22159  0.319

## Properties
Orbital gap: 6.601 eV
Charge: -1
DFT total energy: -65238.36954 eV

***

3.
Formula: C17H51O19
Source: OMol25
Level of theory: ωB97M-V/def2-TZVPD

Last column: Mulliken charge in e.
CARTESIAN COORDINATES (ANGSTROEM)
O: 0.67709 -3.84418 2.31916  -0.647
O: 2.34203 -3.60660 -2.02149  -0.625
O: 3.91435 2.31784 2.60689  -0.566
O: -1.29324 -1.97757 -2.85547  -0.541
O: 0.16839 2.20504 2.91176  -0.602
O: -1.50394 0.03069 -0.81234  0.157
O: 0.14887 -1.26221 0.01570  0.970
O: -0.10753 0.88375 0.60853  1.227
O: -3.72323 -1.46839 -1.43170  -0.573
O: 3.91063 1.34195 -1.89514  -0.592
O: -3.57497 0.93639 0.97004  -0.646
O: 1.93435 -1.31208 2.48256  -0.251
O: 2.31104 5.77189 -0.89413  -0.611
O: 0.02578 2.96899 -1.30060  0.344
O: 3.51174 -3.94638 2.15414  -0.565
O: -3.24294 2.35913 -1.82416  -0.273
O: -3.84419 3.73125 0.99276  -0.615
O: -1.15125 2.84115 -3.91740  -0.402
O: -1.36118 -5.61904 1.35283  -0.549
C: -2.02978 1.74532 -3.95011  0.225
C: -3.02381 1.66561 2.06955  -0.158
C: 1.87778 4.45209 -1.12857  -0.382
C: 3.95627 -2.65608 2.03489  -0.398
C: 2.74567 0.63410 -1.54859  0.240
C: -2.39566 -2.85445 -2.84079  -0.304
C: -3.39375 2.08980 -3.17778  -0.343
C: 0.35539 4.25963 -0.90615  -0.341
C: -1.44219 -4.23909 1.11386  0.049
C: -0.70038 -3.46372 2.23453  0.113
C: -2.74350 3.11238 1.60850  0.146
C: 1.57708 2.00282 3.30880  -0.200
C: -3.68979 -2.05674 -2.69993  -0.234
C: -0.52609 -0.13651 -0.01564  -1.459
C: 1.72333 -4.11399 -0.82857  -0.016
C: 2.53908 2.23343 2.15799  0.250
C: 3.17963 -1.72502 2.98044  -0.613
H: -1.18205 -1.61658 -1.97290  -0.035
H: 1.67163 -3.29895 -0.10667  -0.176
H: -4.13184 3.20599 0.24245  0.340
H: -0.76525 -2.38690 2.07849  -0.433
H: 1.80146 2.56990 4.21222  0.401
H: -2.11092 1.18954 2.42744  0.047
H: 2.52938 3.75834 -0.59730  0.120
H: 2.24110 3.10067 1.56875  0.125
H: -2.80669 1.58785 -1.45481  0.212
H: 2.99145 -2.27045 3.90520  0.356
H: -0.66140 2.76533 -3.09527  0.340
H: -3.65397 1.71158 2.95774  0.379
H: -2.19570 -6.03679 1.12775  0.339
H: 3.70885 -0.79920 3.20601  0.487
H: -0.03482 1.61109 2.18546  0.116
H: -2.29630 1.47538 -4.97197  0.412
H: 1.38643 -2.07719 2.29286  -0.022
H: 0.75012 -4.48782 -1.14671  0.244
H: -2.46569 -3.87640 1.01900  0.545
H: -2.44045 -3.38881 -3.78977  0.347
H: 2.35432 -4.89382 -0.40216  0.351
H: 4.69598 1.17076 -1.37024  0.344
H: -1.23077 -3.64453 3.16946  0.316
H: 0.09578 4.50539 0.12356  0.300
H: 3.83828 -2.27452 1.02071  0.155
H: -2.84648 0.45819 0.56727  0.017
H: 2.60145 -0.18505 -2.25308  0.288
H: 2.94053 0.11679 -0.60917  -0.106
H: -4.42004 -2.84989 -2.86040  0.443
H: 0.75065 -4.79651 2.22310  0.365
H: -3.87683 2.93150 -3.67403  0.380
H: 2.56182 -3.90747 2.28728  0.449
H: -0.00329 2.49592 -0.46575  -0.690
H: 3.26019 5.75246 -1.03678  0.346
H: -1.58731 0.91624 -3.39789  -0.053
H: 1.73690 -3.06725 -2.53580  0.309
H: 0.81994 -0.81110 0.53317  -0.526
H: 1.73107 0.97066 3.62350  -0.037
H: -0.13314 5.00889 -1.52907  0.471
H: -0.86113 -3.98032 0.22870  -0.302
H: -1.97329 3.12915 0.83741  -0.227
H: -2.45923 3.72540 2.46378  0.416
H: 1.83849 1.23641 -1.50012  -0.150
H: 2.43498 1.42711 1.43197  -0.221
H: -2.98849 -0.87604 -1.25598  0.416
H: 4.06338 3.13320 3.09125  0.344
H: -3.72226 -1.35867 -3.53642  0.047
H: 2.09576 4.44916 -2.19655  0.367
H: 4.98458 -2.57283 2.38670  0.417
H: -2.07198 -3.52716 -2.04655  0.084
H: -4.11627 1.28013 -3.28021  0.326

## Properties
Orbital gap (spin up / spin down): 9.629 / 3.476 eV
Spin multiplicity: 2
DFT total energy: -57350.86554 eV
⟨S²⟩: 0.756